# C18H48INO7P

A 7-piece molecular cluster, C18H48INO7P overall at a distorted geometry (wB97M-V/def2-TZVPD, the OMol25 dataset).

**Max |F|**: 1.97 eV/Å
**Charge**: +1
**HOMO energy**: -11.67 eV
**LUMO level**: -4.21 eV

Each line ends with the Mulliken charge.
Atoms and positions in Å:
C 5.1692 -1.5060 1.1898  -1.10
C 5.3342 -0.4604 0.0281  -0.11
C 4.5419 -0.8250 -1.2670  -1.01
C 3.0345 -1.1825 -1.0169  0.02
C 2.0842 0.0365 -1.1539  -0.11
N 2.3266 1.0758 -0.1232  0.16
C 1.3867 1.2112 0.7494  -0.60
C 0.2214 0.1986 0.5268  -0.27
P -1.4485 0.9235 1.0158  0.53
C -2.4230 -0.4130 1.9213  -0.79
O -2.3899 1.2459 -0.3555  -0.64
C 0.5391 -0.1192 -0.9922  -0.47
C -0.2506 -1.2581 -1.7287  -0.99
I 0.5242 -1.6143 -3.7557  0.10
C -0.4661 -2.5787 -0.9166  0.69
C 0.7444 -3.5549 -0.8470  -1.30
H 6.0553 -1.5268 1.8439  0.30
H 4.3144 -1.1493 1.8145  0.29
H 4.8889 -2.5100 0.8110  0.28
H 6.4174 -0.4455 -0.2221  0.26
H 5.0416 0.5608 0.3639  0.13
H 5.0309 -1.6310 -1.8522  0.39
H 4.5895 0.0732 -1.9312  0.31
H 2.8478 -1.6611 -0.0367  0.28
H 2.7598 -1.9210 -1.7976  -0.07
H 2.2073 0.4325 -2.1805  0.43
H 3.1579 1.6575 -0.0619  0.38
H 1.3723 1.9423 1.5764  0.56
H 0.3954 -0.7362 1.1057  0.60
H -2.3023 -0.3420 3.0141  0.37
H -2.1213 -1.3973 1.5105  0.35
H -3.4788 -0.2492 1.6089  0.14
H -1.8542 1.5428 -1.1048  0.35
H 0.1557 0.7947 -1.5195  0.54
H -1.2692 -0.8482 -1.9082  0.50
H -0.7459 -2.3029 0.1223  -0.28
H -1.3593 -3.0940 -1.3513  -0.07
H 1.3068 -3.6739 -1.7896  0.25
H 0.3468 -4.5645 -0.5953  0.45
H 1.4427 -3.3100 -0.0181  0.23
C -3.3422 2.8523 4.5773  -0.64
O -2.1249 2.6510 3.8542  -0.51
H -3.0994 3.2379 5.5653  0.27
H -3.9696 3.5730 4.0546  0.26
H -3.8736 1.9016 4.6828  0.25
H -2.3607 2.3113 2.9847  0.18
C -5.6900 1.9245 0.8409  -0.47
O -5.0606 2.1154 -0.4190  -0.52
H -6.7392 2.1964 0.7491  0.29
H -5.6184 0.8743 1.1435  0.22
H -5.2201 2.5613 1.5969  0.12
H -4.1323 1.8701 -0.3190  0.49
C -3.3529 0.9180 -4.4076  -0.67
O -2.9251 1.3697 -3.1268  -0.39
H -2.4882 0.5145 -4.9314  0.20
H -4.1049 0.1336 -4.2950  0.27
H -3.7674 1.7476 -4.9839  0.33
H -3.7008 1.7225 -2.6760  0.26
C -3.9350 -4.1362 -2.4573  -0.56
O -3.5391 -3.6834 -1.1627  -0.49
H -3.0616 -4.5445 -2.9628  0.25
H -4.6939 -4.9160 -2.3665  0.30
H -4.3317 -3.3027 -3.0424  0.21
H -4.3211 -3.3283 -0.7341  0.28
C -2.8280 6.3903 2.0957  -0.61
O -2.9983 5.1414 2.7597  -0.38
H -3.8013 6.8675 2.0026  0.23
H -2.1660 7.0378 2.6761  0.26
H -2.4100 6.2331 1.0974  0.24
H -2.1321 4.7310 2.8352  0.27
C 9.1212 -1.9789 0.6731  -0.58
O 8.1413 -2.9767 0.9457  -0.47
H 9.0916 -1.2392 1.4710  0.23
H 10.1164 -2.4277 0.6378  0.31
H 8.9049 -1.4877 -0.2802  0.26
H 8.1835 -3.6184 0.2334  0.28

Atomic forces in eV per Å
C -0.9965 1.0858 -0.0128
C 0.4632 -0.9940 -0.1336
C -0.2216 0.7544 0.2857
C 0.0814 0.0318 -0.1214
C -0.3010 -0.8250 -0.9707
N -0.6783 0.5168 0.8065
C -1.0928 -1.3326 0.1221
C 1.0200 -0.5761 -1.3712
P -0.6806 1.4006 1.1276
C 0.2699 -0.2270 -1.7939
O 1.2665 -1.2548 0.8346
C -0.8513 0.6742 -0.8515
C -0.4331 -0.2075 1.2398
I -0.3709 0.2650 0.7122
C 0.4329 -0.2027 -0.8259
C -0.4847 -0.6251 0.6710
H -0.3846 -0.2515 -0.4574
H 0.4937 -0.4824 -0.2110
H 0.5315 0.5142 0.2419
H -0.6908 0.3183 0.0015
H 0.3379 -0.6016 -0.0520
H -0.2694 0.3136 0.6460
H -0.1015 -0.6272 0.2332
H 0.3718 0.1699 -0.4431
H -0.1856 0.5926 0.5335
H 0.3705 0.2385 0.6918
H 0.0759 -0.1767 -0.2393
H 0.3751 -0.3219 -0.5717
H 0.0810 0.6779 0.1437
H 0.0656 0.1008 -0.5819
H -0.3222 0.3068 0.5687
H 0.6052 -0.0302 0.4097
H -0.2781 0.0352 -0.3042
H 0.3958 -0.4767 0.2463
H 0.7486 -0.1761 -0.0710
H 0.0165 -0.0772 -0.5805
H 0.8279 0.4575 0.4021
H -0.3478 0.2522 0.3985
H 0.2745 0.6247 -0.1643
H -0.3321 -0.0131 -0.6204
C -0.1504 -0.1752 -0.1526
O 0.1036 -0.0119 0.1272
H 0.0933 -0.0363 -0.0675
H -0.0644 -0.0125 0.1480
H -0.0489 0.0511 0.1333
H 0.1201 0.1154 -0.0423
C 0.3271 0.0230 -0.1519
O -0.0891 0.0036 -0.1422
H 0.0465 -0.0116 -0.0298
H -0.1401 0.0149 0.1396
H -0.1270 -0.0337 0.1154
H -0.1341 0.0637 -0.0013
C -0.0918 0.0357 0.0244
O 0.1715 0.0740 0.2385
H -0.0013 0.0247 0.0601
H 0.0064 -0.0075 -0.1472
H -0.0021 -0.0938 -0.0896
H -0.0394 -0.0157 0.0400
C -0.2083 0.1068 0.1518
O 0.1318 0.0092 -0.0740
H 0.0135 0.0264 0.0943
H 0.0355 -0.0232 -0.1593
H 0.0003 -0.1034 -0.1243
H -0.0324 -0.0016 0.0907
C 0.1627 -0.2258 0.0901
O -0.0815 0.2880 -0.2806
H 0.0116 -0.0742 0.0314
H -0.0387 0.1226 -0.1104
H -0.0291 0.1777 -0.0372
H -0.0411 -0.1793 0.2169
C -0.0590 -0.2624 -0.1490
O -0.0723 0.2008 0.0707
H -0.0490 -0.0797 0.0143
H 0.0615 0.1785 -0.0105
H 0.1465 0.1103 0.0226
H -0.0145 -0.1299 0.0217